Density functional theory data (ωB97M-V with the def2-TZVPD basis set) for C32H32ClNPRu as an isolated structure at a distorted geometry.

Structure (XYZ):
```
68
Properties=species:S:1:pos:R:3
C 3.1718 1.0073 1.8468
C 3.1221 0.8576 0.4332
C 2.4971 2.0332 -0.1106
H 3.4495 0.0026 -0.1317
C 2.2226 2.9175 0.9634
C 2.5757 2.2720 2.1755
H 2.4297 2.6628 3.1676
H 3.5387 0.2842 2.5536
H 2.2852 2.2125 -1.1504
H 1.6817 3.8444 0.8855
Ru 1.1332 1.0034 1.1958
Cl -0.9344 1.9602 1.1210
P -0.4788 -0.3242 -2.0147
C -0.5072 0.6869 -3.5514
C -0.1023 0.2204 -4.8000
H 0.2583 -0.7932 -4.9038
C -0.1606 1.0482 -5.9126
H 0.1595 0.6733 -6.8760
C -0.6316 2.3479 -5.7946
H -0.6778 2.9909 -6.6637
C -1.0381 2.8215 -4.5540
H -1.4007 3.8358 -4.4521
C -0.9661 2.0007 -3.4397
H -1.2701 2.3793 -2.4713
C 0.4546 -1.8100 -2.5683
C 1.8479 -1.7414 -2.5170
H 2.3249 -0.8415 -2.1479
C 2.6241 -2.8107 -2.9351
H 3.7031 -2.7409 -2.8940
C 2.0183 -3.9742 -3.3909
H 2.6230 -4.8138 -3.7079
C 0.6339 -4.0567 -3.4321
H 0.1552 -4.9610 -3.7848
C -0.1443 -2.9807 -3.0282
H -1.2219 -3.0510 -3.0718
C -2.2013 -0.9687 -1.9663
C -3.1083 -0.8490 -3.0170
H -2.8108 -0.3500 -3.9283
C -4.3906 -1.3678 -2.9011
H -5.0857 -1.2657 -3.7243
C -4.7799 -2.0197 -1.7400
H -5.7795 -2.4246 -1.6526
C -3.8821 -2.1445 -0.6876
H -4.1803 -2.6459 0.2237
C -2.6066 -1.6137 -0.7965
H -1.9145 -1.7002 0.0325
C 1.3394 -1.9538 3.1938
N 0.5600 -1.1582 4.1503
C 1.4773 -0.3788 5.0253
C -0.6068 -0.4489 3.5009
C -0.6753 1.0048 3.9097
C -1.3690 1.3107 5.0966
C -1.1454 2.5083 5.7591
C -0.1870 3.3825 5.2760
C 0.5353 3.0672 4.1362
C 0.2935 1.8636 3.3373
H 2.2077 -2.4456 3.6930
H 1.7283 -1.3146 2.3750
H 0.7076 -2.7591 2.7711
H 2.0685 0.3605 4.4492
H 0.9249 0.1325 5.8407
H 2.2076 -1.0474 5.5330
H -0.5924 -0.5446 2.3955
H -1.5230 -0.9729 3.8461
H -2.0396 0.5961 5.5507
H -1.6840 2.7524 6.6661
H -0.0148 4.3221 5.7828
H 1.1506 3.9098 3.8314
```

Properties
Electronic energy: -2189.5041 hartree
2S+1: 6
Total charge: 0
HOMO (alpha / beta): -0.22332 / -0.29343 Eh

---

Density functional theory data (ωB97M-V with the def2-TZVPD basis set) for a 4-piece molecular cluster, C32H32F3NO5S overall at a distorted geometry.

Structure (XYZ):
```
74
Properties=species:S:1:pos:R:3
C 7.2527 -2.6551 3.7348
C 6.6085 -2.2057 2.3643
N 6.2357 -0.7607 2.2890
C 5.5974 -0.1740 3.4301
O 6.0690 0.4932 4.3116
C 4.0756 -0.4914 3.3813
C 3.0480 -0.4468 4.3872
C 1.6942 -0.8211 3.9453
C 1.4864 -1.1832 2.5357
C 0.0522 -1.6085 2.1069
C 0.0303 -3.1882 1.9227
C 0.4609 -3.9832 3.1997
C 0.9054 -5.4836 2.8860
S 2.6961 -5.4515 2.4624
O 3.0282 -4.2806 1.6527
O 3.4686 -5.4345 3.7052
O 3.1147 -6.8547 1.6838
C 2.5387 -1.2000 1.5341
C 3.8744 -0.8461 1.9647
C 5.2305 -0.7901 1.2127
O 5.5043 -0.8041 0.0529
H 7.4411 -1.8298 4.4599
H 8.2525 -3.1197 3.5166
H 6.6295 -3.4879 4.1638
H 5.7465 -2.8981 2.1387
H 7.3867 -2.3779 1.5707
H 3.2986 -0.1646 5.4289
H 0.8374 -0.8509 4.6546
H -0.7373 -1.2250 2.7945
H -0.1234 -1.1841 1.0822
H 0.6126 -3.4290 1.0020
H -1.0484 -3.4487 1.7091
H -0.3885 -4.0910 3.9310
H 1.3058 -3.5287 3.7741
H 0.8109 -6.0631 3.8445
H 0.2750 -5.9606 2.0981
H 3.9406 -6.6026 1.2197
H 2.3835 -1.4688 0.4670
F -0.2814 1.1168 0.9076
C -0.6755 1.3733 -0.3536
C 0.2797 1.6312 -1.3213
C -0.1265 1.8906 -2.6237
C -1.4816 1.8993 -2.9398
C -2.4303 1.6437 -1.9565
C -2.0249 1.3732 -0.6552
H 1.3294 1.6278 -1.0534
H 0.6118 2.0864 -3.3920
H -1.7970 2.1067 -3.9556
H -3.4790 1.6548 -2.2042
H -2.7487 1.1634 0.1225
F -4.4416 2.9337 -0.9397
C -4.3782 4.2692 -0.7700
C -5.5226 4.9616 -0.4193
C -5.4564 6.3371 -0.2396
C -4.2503 7.0037 -0.4228
C -3.1089 6.2958 -0.7800
C -3.1702 4.9187 -0.9498
H -6.4548 4.4258 -0.2890
H -6.3446 6.8893 0.0425
H -4.2010 8.0777 -0.2864
H -2.1704 6.8165 -0.9265
H -2.2893 4.3494 -1.2195
F -2.2394 2.4085 -6.1435
C -3.4082 1.7501 -6.2384
C -3.4227 0.3729 -6.1096
C -4.6305 -0.3064 -6.2020
C -5.8068 0.3971 -6.4321
C -5.7778 1.7799 -6.5642
C -4.5727 2.4622 -6.4614
H -2.4949 -0.1590 -5.9384
H -4.6545 -1.3841 -6.0951
H -6.7480 -0.1347 -6.5083
H -6.6944 2.3274 -6.7475
H -4.5324 3.5405 -6.5530
```

Properties
Electronic energy: -2367.2408 hartree
Total charge: 0
HOMO: -0.33408 Eh
SMILES: CCN1C(=O)c2ccc(CCCCS(=O)(=O)O)cc2C1=O.Fc1ccccc1.Fc1ccccc1.Fc1ccccc1

---

Density functional theory data (ωB97M-V with the def2-TZVPD basis set) for C32H32MoN5O2 as an isolated structure at a distorted geometry.

Structure (XYZ):
```
72
Properties=species:S:1:pos:R:3
Mo 0.1442 -0.4037 -1.1381
C -3.0713 -1.5450 0.1275
C -2.8931 -2.7195 -0.8383
C -1.7190 -2.6439 -1.8199
N -0.4311 -2.2797 -1.2157
C 0.4295 -3.2072 -0.6784
C 0.0253 -4.5035 -0.4602
C 0.6639 -5.5810 0.1735
C 1.8980 -5.6320 0.7563
C 2.8453 -4.6007 0.7793
C 2.8126 -3.3528 0.2159
C 1.7896 -2.6669 -0.4873
N 1.9517 -1.4589 -1.0105
C 3.2965 -0.9212 -1.2515
C 3.3670 0.5787 -1.5319
C 2.4514 1.1115 -2.6260
N 1.0732 1.3160 -2.1030
C 0.2049 1.8089 0.1650
C 0.8788 2.6156 1.2262
C 0.1136 5.1116 0.7623
C -1.2144 5.1146 0.8517
C -2.2495 4.0826 0.7261
C -2.3219 2.8221 0.2818
C -1.3077 1.8685 -0.1556
N -1.5937 0.8479 -0.8843
C -2.9303 0.5495 -1.4173
C -3.7439 -0.2851 -0.4266
H -2.1110 -1.2793 0.5816
H -3.6821 -1.8957 0.9609
H -3.7974 -2.8321 -1.4444
H -2.8122 -3.6359 -0.2495
H -1.9103 -1.8984 -2.5917
H -1.6093 -3.5910 -2.3529
H -0.9776 -4.7250 -0.7994
H 0.0730 -6.4881 0.2271
H 2.1780 -6.5597 1.2388
H 3.7652 -4.8297 1.3063
H 3.7195 -2.7848 0.3589
H 3.7085 -1.4669 -2.1063
H 3.9600 -1.1088 -0.4076
H 4.4002 0.7870 -1.8152
H 3.1874 1.1411 -0.6125
H 2.3726 0.4100 -3.4562
H 2.8120 2.0622 -3.0181
H 1.8965 2.2082 1.1613
H 0.5713 6.0908 0.8579
H -1.6486 6.0912 1.0317
H -3.2254 4.4830 0.9812
H -3.3270 2.4257 0.2371
H -2.7744 0.0189 -2.3560
H -3.4494 1.4711 -1.6779
H -4.6831 -0.5524 -0.9190
H -4.0116 0.3490 0.4225
O -0.5440 2.1207 -3.6630
C -0.0319 1.1586 -3.1877
O -0.2243 -0.1202 -3.2633
C 0.9260 2.3001 -1.0674
C 1.3379 3.5508 -0.8745
C 1.1084 4.0008 0.5913
C 0.3672 1.9177 2.4633
C 0.2243 2.2618 3.7870
C -0.0819 1.2652 4.7179
C -0.2049 -0.0541 4.3111
C -0.0461 -0.4235 2.9733
C 0.2344 0.5646 2.0505
N 0.4095 0.4225 0.6515
H 1.8325 4.1793 -1.6037
H 2.0575 4.3950 0.9585
H 0.3462 3.2899 4.1068
H -0.2162 1.5250 5.7594
H -0.4369 -0.8148 5.0458
H -0.1519 -1.4565 2.6637
```

Properties
Electronic energy: -1730.7966 hartree
2S+1: 3
Total charge: +1
HOMO (alpha / beta): -0.36154 / -0.37803 Eh